[1]
Computed, not measured: 10 unconnected molecules or ions with the total composition C32H52Br20N4S at a distorted geometry, with ωB97M-V with the def2-TZVPD basis set.

Results
LUMO level, eV: -0.53
Molecular weight, g/mol: 2122.94
Strongest force on any atom, hartree/bohr: 0.114

Geometry as ORCA input:
```
! wB97M-V def2-TZVPD RIJCOSX def2/J DEFGRID3
* xyz 0 1
H -0.08259 7.98877 2.68798
H -0.35092 -6.73204 -0.81712
C -0.09259 -0.76319 -1.14445
C -0.15478 -6.13686 1.23646
H 7.52341 0.67259 1.80834
H -0.89323 0.05746 4.70042
C 2.46287 -8.98759 -4.63731
C -1.47433 0.84832 4.22609
Br 1.80876 1.44548 -2.37500
H 1.40793 7.73518 1.75698
Br -2.82509 1.82302 1.90624
H -0.16424 8.00039 6.82947
H 5.00569 2.45678 1.73278
C -0.44410 12.16650 -2.77615
C -2.60868 -9.28240 4.48039
H -0.53291 10.27654 -3.85795
H -3.91474 0.46636 -1.27879
H 1.84154 3.86740 -2.90087
H 0.62626 12.36794 -2.81412
C -0.39739 6.95552 6.62512
Br -2.55100 10.26372 -2.39434
C 3.67515 -9.67736 -5.20749
C 3.96089 -6.41025 0.24107
C -0.29888 -5.81649 -0.22859
H 2.15813 -8.15758 -5.27449
H 1.15308 -2.35053 -0.11567
Br -0.41492 8.47423 0.26423
C 0.73185 -0.53443 -2.36287
Br 4.48082 -10.88419 -3.90746
C 1.63094 3.35247 -1.96246
H -3.61046 -9.27007 4.90465
H -0.52921 0.92348 2.26668
H -0.86384 12.62396 -1.88269
Br -1.46582 4.47268 7.55965
Br 0.92385 -10.18118 -4.58835
Br 3.46431 -8.05125 2.53323
H 4.45385 -8.95177 -5.44230
C -1.70263 1.11517 -4.59278
H 3.60462 3.37490 -1.03190
H 7.47938 2.28673 2.54730
Br 6.09068 0.71491 3.84767
Br -1.19370 13.11427 -4.30464
H -6.57218 1.12486 -1.34842
C 0.33795 7.53060 1.79530
C -5.45556 1.69225 -3.21329
H -3.56764 2.06414 -5.43875
H -1.76625 -0.33681 2.45559
C 2.60287 3.77598 -0.89055
Br 0.34813 -4.55652 2.25828
C -0.87508 0.25927 -6.40339
H -1.22720 6.90349 5.92271
H -7.44109 -0.69471 -3.36500
Br -1.97031 -4.88318 -0.59246
C -0.65850 6.20893 7.90927
N -7.57900 0.28605 -3.08503
H -2.47030 0.87161 4.66360
C 4.68716 -7.30083 1.21489
H -1.06744 -6.52769 1.68456
C -2.59632 -9.47603 2.98549
H -5.77805 -0.29368 -2.12377
H -1.38397 6.74367 8.52229
Br 1.98638 3.18404 0.86048
C -6.31433 0.66625 -2.35011
C -3.09619 1.55062 -4.56191
C 5.80850 1.89764 1.25470
N -0.95485 1.36596 -5.84970
H 2.61427 -8.62470 -3.62336
H -2.85903 -10.50238 2.72952
C -1.03767 0.42467 -3.41817
H 0.50406 -5.18955 -0.61137
H 3.45534 -10.26758 -6.09479
Br -1.76145 5.62120 2.17732
C -1.48352 0.67978 2.73050
H -5.92451 1.70116 -4.24324
H 0.68865 5.50928 2.43153
H 0.65673 -6.84867 1.39571
S -0.60456 -1.17790 -7.09071
C -1.87112 0.21386 -2.21034
Br -3.94604 -8.37380 2.11470
N 0.28733 0.05723 -3.58110
Br 2.96897 -7.45695 -1.07090
H 0.59093 3.51981 -1.68749
H -5.61054 2.72366 -2.79496
H -2.02045 -10.05731 4.97155
H 6.24463 2.50372 0.46024
H 0.24142 6.02942 8.49418
Br 1.17060 6.25626 5.70144
H 1.12462 -0.65714 0.70553
H 5.41131 -6.72669 1.79234
H -0.09890 10.14389 -2.14094
H 0.25320 5.63949 0.71587
C -0.70806 10.68548 -2.86487
H 1.80752 -0.87109 -2.32054
C -3.31039 0.66044 -2.19863
Br 4.98215 0.38666 0.34471
C 0.55090 -1.43783 0.12312
C -3.94699 1.30348 -3.34257
Br -1.75951 -7.60299 4.98219
Br -0.58883 2.51011 4.72720
H 4.66832 -5.82074 -0.34201
H 5.19183 -8.13804 0.73700
N -1.39958 -0.40645 -1.05432
C 0.07810 6.04904 1.70816
H -0.31259 -1.73135 0.79408
C 6.87347 1.44242 2.21905
H 3.24667 -5.74184 0.71998
H -8.30127 0.22065 -2.35271
H -1.64052 -9.22591 2.52894
H 2.65985 4.86367 -0.82366
*
```

=====

[2]
Computed, not measured: 14 unconnected molecules or ions with the total composition C31H77Cl2N4O22 at a distorted geometry, with ωB97M-V with the def2-TZVPD basis set.

Results
LUMO level, eV: -3.80
Molecular weight, g/mol: 928.87
Strongest force on any atom, hartree/bohr: 0.098

Geometry as ORCA input:
```
! wB97M-V def2-TZVPD RIJCOSX def2/J DEFGRID3
* xyz 1 1
O -2.38458 -1.95461 -0.24323
H -0.51654 -0.29818 -5.52007
C 5.31353 -4.71914 -0.10710
O 1.26387 0.86297 -3.20910
H 2.91152 5.82261 -1.73795
O 2.13162 4.34554 -0.78001
H 0.36650 0.94664 -2.87847
H 4.62298 0.39042 -0.35663
O 1.11836 1.70773 1.66389
H -3.14454 1.76621 -5.63831
H 4.76167 -5.56231 -0.52258
O 4.61695 5.89171 3.79311
H 3.10222 -1.47428 -2.55509
H -4.07522 4.56389 -3.04021
O -3.12420 -4.26617 1.57377
H 4.66298 6.79968 3.48478
C -0.52083 -4.65179 -3.15860
C -3.61736 4.46485 -2.05601
C -1.39656 -0.94124 -5.53165
H 2.31305 -3.23283 3.61763
C -3.78768 3.01496 -1.70148
H -3.47687 2.32754 -2.48821
H 2.17214 0.25870 5.11586
H -5.16460 5.35144 -1.34534
H -1.74917 -3.29122 -3.91620
H -4.68240 -4.95040 2.59565
H -3.50850 -0.63047 -6.07836
C 1.55032 6.72498 -0.28384
O -2.77890 1.06151 -5.09860
H 0.68884 -3.82580 3.49813
H -2.65719 3.86422 0.81205
H 0.94708 -2.22168 3.72797
C 3.96787 -3.30717 -1.73116
C 4.04758 3.60720 2.88609
H -0.41377 5.36494 3.18323
C -5.21416 -3.03108 1.98215
C 4.38982 -2.41843 0.29907
H -1.26022 -1.76497 -6.23234
O -0.92106 -4.81462 3.53362
H -1.28283 -3.67929 -0.53655
H 5.23434 -4.95326 0.95452
H 6.83053 -4.68551 -1.67829
C 0.42229 0.81964 1.14230
C 0.05342 -3.83930 -1.94527
H -2.54254 0.39822 -7.00867
H 2.68238 2.27541 -3.80652
C 0.00820 0.87186 -0.21074
C -1.00297 -1.31377 1.43876
C -2.61531 -0.01055 -6.00085
H -1.59824 -0.85529 -3.55345
C 1.60992 2.17542 -3.63937
C -2.35005 -5.25141 5.46074
C -4.51764 -4.31406 1.72615
O 0.72910 4.27359 1.82164
O -1.33905 0.33192 -1.89742
C 3.53805 -2.03549 -1.74177
H 0.19773 -4.60305 -3.97677
Cl -6.00052 -1.28664 -4.03131
O 0.53120 -0.70555 3.08232
H -4.92794 -4.70064 0.79324
H -2.13913 -6.43584 3.69765
H 2.24041 6.66129 0.55747
H 3.94513 -4.10733 -2.45616
N 1.33752 -3.14325 3.86342
H 2.78905 5.26476 2.96722
H 3.14803 0.13129 0.74674
H -1.38857 2.62303 2.18648
O -5.18748 -2.16972 0.84618
C -0.91616 0.04158 -0.73675
Cl -5.85373 -0.09291 -1.30504
C 6.78496 -4.64079 -0.59016
H 3.43234 3.05566 2.17519
H -1.28626 -2.19993 1.98727
N 3.77982 -1.47988 -0.48679
C 3.64418 -0.06428 -0.20389
H -1.73940 -4.62938 6.11517
H 1.26565 3.49713 -5.32000
H -2.32740 3.58844 3.23942
H -4.81126 2.74582 -1.44081
H 0.92446 1.71940 -5.65372
H 1.21029 -3.28127 4.85583
C 1.91135 5.66786 -1.33318
H 7.32299 -3.76376 -0.23039
C -1.48680 -1.09244 0.17063
C -0.21590 4.34111 2.86587
H 0.21536 3.87913 3.75395
H -4.28122 -1.54323 -2.40979
H -1.06020 2.00127 -4.57734
H 4.13789 5.55154 1.82316
H 5.08072 3.26549 2.82337
H 1.09577 -4.14149 -1.84385
O -2.18528 4.40955 1.44569
H 7.37631 -5.51420 -0.31526
H -2.72599 -6.06864 6.07628
H 0.08721 -2.75659 -2.06663
H -0.64593 -6.33226 4.71085
C -1.54503 3.65994 2.48386
H 1.16495 0.53068 3.90302
H 2.93926 0.38620 -0.90264
H -0.49783 -5.70011 -2.86097
C -1.51234 -5.79804 4.32091
H -4.27883 0.09161 -3.07104
H 0.36101 1.69096 -0.81985
O -0.57917 2.82393 -4.69328
O -4.21979 5.42841 -1.19366
H 2.42511 1.61788 4.16649
H 1.68273 7.73932 -0.66026
C -4.92071 -0.72068 -2.73007
H -2.95167 -3.45165 1.09587
O -2.95180 2.57740 -0.61551
O -0.53635 -4.24811 -0.73861
N 1.74218 1.00231 4.58455
O 3.66163 3.10423 4.18945
N 4.59423 -3.54528 -0.46431
H -2.56571 4.75138 -2.05139
H 0.98631 3.35403 1.72235
O -3.41000 -4.49532 4.94110
O -1.79837 -4.20774 -3.63479
H 1.31503 3.97655 -0.43558
H 1.17393 1.52580 5.23506
H -4.66916 -2.52171 2.77689
H -1.64734 -4.59471 2.94561
O 0.23541 6.53923 0.29850
H 4.79871 -2.31065 1.29285
H -6.22954 -3.21621 2.33265
H 1.27441 2.78351 -2.79926
H 4.32490 3.47061 4.77889
O -1.64818 -1.54634 -4.21795
H 1.18742 5.59566 -2.14485
C 0.01163 -0.50401 1.96164
C 3.86080 5.15668 2.80061
C 0.85762 2.55418 -4.95603
H -2.26275 2.04876 -1.02460
H -4.27170 -2.02975 0.59449
H -4.18081 -5.03949 4.76412
H 0.38645 5.83975 0.93844
*
```

=====

[3]
Computed, not measured: a molecular structure, C19H41B3O10 at a distorted geometry, with ωB97M-V with the def2-TZVPD basis set.

Results
LUMO level, eV: 0.49
Molecular weight, g/mol: 461.96
Strongest force on any atom, hartree/bohr: 0.049

Geometry as ORCA input:
```
! wB97M-V def2-TZVPD RIJCOSX def2/J DEFGRID3
* xyz 0 1
O -1.26977 -0.86402 -4.65982
H 2.45024 0.01192 4.07970
O 0.55966 4.31042 6.61246
C -0.58645 -1.73978 1.65453
H 1.79844 2.86968 8.29870
C 3.12572 4.03752 -2.86285
H -2.07556 -4.11415 -5.07580
O 0.11367 -2.84705 2.24828
C 2.42624 2.10160 4.60625
H 0.99545 1.73290 -3.94669
H -0.46617 -3.36936 -5.12083
O -0.96410 1.07473 -5.63730
H -3.39899 -1.14264 0.39587
C 1.61377 2.33745 7.36718
H -2.31457 0.85588 3.30520
H 1.56239 0.05864 -3.82558
H 0.79918 1.62944 7.51820
H 2.38853 3.78602 -3.62622
C -1.52848 -3.19742 -5.29959
H 2.73075 1.33732 -4.04135
O 1.08936 0.52861 -1.37581
H 1.35961 0.39877 5.41985
H -2.90662 -2.47432 2.55381
O 0.75974 -4.71000 0.85515
H -4.36744 0.40387 0.24671
H -1.88431 -2.30605 -3.38661
C -2.49575 -1.83707 3.36518
H -1.27806 -2.12623 0.87859
C -3.65391 -0.17444 0.86455
H 2.52866 1.79940 7.12862
C 1.74979 0.75453 4.46489
H -1.90474 -0.78944 -7.56431
C -1.67374 0.49153 2.47444
C -2.41812 0.73619 1.13292
H 3.29646 2.06599 5.26406
C 1.20597 3.34183 6.32353
C -1.46990 0.73244 -0.11725
O 1.50136 3.10661 5.03549
H 2.78764 2.42997 3.63200
C 1.78647 1.09018 -3.56019
O 2.61892 2.10206 -1.47965
B 0.65999 -4.56365 -0.54909
H -3.32845 -1.16790 3.65350
H 4.37841 3.09074 -1.40834
H 2.62956 4.68879 -2.14207
C 3.65851 2.79930 -2.17291
H -1.64212 -2.97823 -6.36211
H -2.18163 -2.49463 4.18762
C -1.29917 -0.98136 2.79602
C -1.53779 0.01995 -5.63219
H -0.57124 -0.94744 3.63399
H -0.27455 -5.06421 -1.08385
H -0.57066 1.34047 0.02738
O 2.20394 -2.75930 0.90612
H -2.98102 0.53781 -7.08909
H 0.90366 0.82598 3.78289
H -1.24723 -0.29987 -0.44333
H -3.09582 -1.86995 -4.56844
H -4.18330 -0.35971 1.82034
H 4.18524 2.13278 -2.85760
H -0.76074 1.11928 2.48732
C -2.02881 -2.05711 -4.43769
H 0.10836 -1.04307 1.13156
C 1.82024 1.19331 -2.06181
H 2.40021 -1.72016 -1.09636
B 2.11501 -2.71582 -0.51830
H -2.81240 1.77491 1.18032
C -2.47848 -0.36321 -6.74163
O 1.69239 -3.87470 -1.22418
B 1.02890 -3.40640 1.35684
H -2.06207 1.17715 -0.94653
H -3.25838 -1.05818 -6.43863
H 3.93810 4.59090 -3.33604
*
```

=====

[4]
Computed, not measured: 4 unconnected molecules or ions with the total composition C4H16 at a distorted geometry, with ωB97M-V with the def2-TZVPD basis set.

Results
Relative energy (zero: lowest compared OMol25 entry of this formula, charge and spin), eV: 0.000
LUMO level, eV: 0.78
Molecular weight, g/mol: 64.17
Structure (SMILES): C.C.C.C
Strongest force on any atom, hartree/bohr: 0.040

Geometry as ORCA input:
```
! wB97M-V def2-TZVPD RIJCOSX def2/J DEFGRID3
* xyz 0 1
H 2.62838 1.37402 1.75154
C 2.20708 2.33940 1.44837
H -0.88322 0.66391 -5.07295
H 1.26560 2.15607 0.94516
H -1.81179 1.01714 3.95236
C -2.87933 0.87447 3.79349
H -3.09371 -0.16740 3.99313
H 2.92904 2.88600 0.85356
H -0.53697 -0.98022 -5.70545
H -3.41590 1.46727 4.53550
H 2.10815 2.80543 2.43039
C 1.52955 -3.23591 0.61399
H -3.17530 1.22304 2.84777
C -0.87342 0.00510 -5.94991
H 1.69882 -2.64203 -0.27752
H -1.93764 0.06089 -6.18930
H 2.36231 -3.94279 0.61277
H 1.53861 -2.60525 1.49606
H -0.29765 0.53441 -6.70175
H 0.63738 -3.83353 0.62277
*
```

=====

Which of these has the highest LUMO level?
C4H16

=====

Which value of molecular weight does entry 3 give?
461.96 g/mol

=====

Look up the LUMO level of the fourth one.
0.78 eV

=====

What is the strongest force on any atom in the fourth record?
0.040 hartree/bohr